[1]
101
Properties=species:S:1:pos:R:3:mulliken_spin:R:1 method="wB97M-V/def2-TZVPD" charge=+1 multiplicity=6 lumo_ev="-3.71 / -4.00" de_lowest_kcal_mol=6.1 gap_ev="6.85 / 6.48" energy_ev=-117959.0962
Fe -11.49832 -13.28917 14.16273 4.391
C -9.66446 -12.41763 10.30398 0.006
C -10.40256 -12.28701 11.44212 0.007
N -10.29641 -13.26375 12.38425 0.040
C -9.60908 -14.36403 12.07569 0.033
C -8.79826 -14.42902 10.94133 -0.003
N -8.82907 -13.44476 10.09426 -0.003
C -9.62415 -15.47281 13.11921 0.007
C -8.80199 -16.58524 13.19683 0.004
C -9.11316 -17.52377 14.19051 0.001
C -10.02544 -17.19272 15.16471 -0.001
C -10.73365 -15.99163 15.07809 0.034
N -10.52670 -15.19297 14.06014 0.023
C -11.82777 -15.53688 15.96971 0.003
C -12.26472 -16.36855 17.00786 -0.005
N -13.34958 -16.07587 17.72547 0.000
C -13.97911 -14.94970 17.39910 0.005
C -13.39551 -14.02513 16.44578 0.001
N -12.38219 -14.41642 15.69840 0.017
C -8.41020 -18.81248 14.31851 0.001
C -9.06112 -20.00064 14.03838 -0.002
C -8.35113 -21.18092 14.34798 0.000
N -7.08446 -21.19699 14.80373 0.000
C -6.42613 -20.06359 14.99130 0.000
C -7.09750 -18.85656 14.85169 0.001
H -9.71199 -11.70149 9.45172 0.000
H -11.09583 -11.51194 11.55752 -0.003
H -8.15919 -15.26767 10.74310 0.000
H -8.05870 -16.79916 12.43480 0.000
H -10.20221 -17.86779 16.00722 -0.001
H -11.83704 -17.31983 17.23897 -0.001
H -14.95664 -14.76856 17.80467 0.000
H -13.79378 -13.05216 16.29882 -0.002
H -10.04225 -20.05838 13.54162 0.000
H -8.82738 -22.14816 14.21381 0.000
H -5.40418 -20.08594 15.42594 0.000
H -6.62673 -17.91663 15.04116 0.000
S -13.44588 -13.85253 12.49520 0.192
C -13.89186 -12.32382 13.22933 0.012
C -15.13404 -11.65514 13.08120 -0.008
C -15.25832 -10.44664 13.70362 0.007
C -14.15033 -9.83240 14.39912 0.001
C -13.02471 -10.60110 14.52009 0.030
N -12.96279 -11.85265 14.00212 0.061
H -15.83568 -12.13267 12.40537 0.000
H -16.20153 -9.86818 13.64698 0.000
H -14.40662 -8.88278 14.87576 0.001
H -12.12866 -10.26550 15.00852 0.002
N -14.04714 -11.34786 18.05709 0.000
C -13.63897 -11.95906 18.96600 0.000
N -13.09637 -12.64487 19.99595 0.000
C -13.40253 -12.12218 21.31506 0.000
C -13.39938 -13.30702 22.27369 0.000
C -12.11613 -14.17219 22.19424 0.000
C -11.87144 -14.59704 20.75106 0.000
C -11.80293 -13.38099 19.86062 -0.002
H -14.33340 -11.57525 21.41423 0.000
H -12.57345 -11.48165 21.64164 0.000
H -14.25822 -13.93215 22.02675 0.000
H -13.64841 -12.95276 23.28725 0.000
H -12.10648 -14.99794 22.82766 0.000
H -11.21709 -13.54343 22.41545 0.000
H -12.71233 -15.15133 20.36234 0.000
H -10.94094 -15.20659 20.63561 0.000
H -11.76371 -13.64583 18.82892 0.002
H -10.92853 -12.79119 20.17381 0.000
O -10.31811 -12.22439 15.10826 0.091
Si -9.05047 -11.79342 15.94053 0.012
C -7.92533 -13.22147 15.90152 0.003
C -6.64469 -13.17040 15.39984 0.005
C -5.71633 -14.18039 15.57191 0.000
C -6.11900 -15.33744 16.19591 0.001
C -7.45544 -15.52975 16.68962 -0.001
C -8.31137 -14.46849 16.54485 0.001
C -8.27506 -10.34683 14.96752 0.012
C -8.76204 -10.08285 13.68430 0.004
C -8.18482 -9.05752 12.91578 -0.002
C -7.01388 -8.44197 13.31370 0.000
C -6.56243 -8.64656 14.68490 0.000
C -7.17149 -9.57723 15.47573 0.002
C -9.36707 -11.38670 17.71331 0.016
C -10.41812 -10.55756 18.18533 0.007
C -10.48922 -10.31245 19.51278 -0.001
C -9.48363 -10.74047 20.38410 0.000
C -8.41418 -11.42325 19.94063 0.000
C -8.40442 -11.81510 18.62817 -0.003
H -6.40235 -12.24025 14.81373 0.001
H -4.70791 -14.08233 15.13397 0.000
H -5.39816 -16.09495 16.32116 0.000
H -7.74898 -16.39477 17.24252 0.000
H -9.37256 -14.39053 16.99773 0.000
H -9.65736 -10.60931 13.37963 0.002
H -8.57093 -8.82133 11.91454 0.000
H -6.62006 -7.62586 12.66181 0.000
H -5.67264 -8.07521 15.04147 0.000
H -6.76684 -9.84456 16.46378 0.000
H -11.20677 -10.08269 17.58018 0.000
H -11.38013 -9.72810 19.99166 0.000
H -9.60696 -10.53745 21.38606 0.000
H -7.69539 -11.68704 20.69013 0.000
H -7.67994 -12.44781 18.15527 -0.001

[2]
27
Properties=species:S:1:pos:R:3:nbo_charge:R:1 method="wB97M-V/def2-TZVPD" charge=0 lumo_ev=0.68 de_lowest_kcal_mol=71.9 gap_ev=9.83 energy_ev=-31336.3893
C 2.47172 -0.33560 -0.92186 -0.606
C 2.17780 2.13297 -0.55946 -0.596
C 1.11686 -0.34889 1.63651 -0.427
C -0.43298 1.44014 0.95149 -0.668
C 1.47753 0.76889 -0.57675 -0.270
C 0.76040 0.55083 0.73416 0.044
O -1.53887 -1.76833 -1.86237 -0.948
O -0.54722 -2.63698 0.20580 -0.897
O -2.45646 -1.03745 0.33323 -1.089
Si -4.05665 -1.00663 0.02030 1.216
S -1.10810 -1.28987 -0.57307 1.821
H 3.30995 -0.33505 -0.22886 0.205
H 1.98385 -1.30736 -0.88714 0.210
H 2.86184 -0.17904 -1.92462 0.212
H 1.45646 2.93706 -0.43582 0.207
H 2.88787 2.17712 0.26348 0.207
H 2.71600 2.29605 -1.49034 0.209
H -0.70928 -3.43085 -0.30925 0.499
H 1.96711 -0.99286 1.51653 0.200
H 0.55754 -0.47524 2.54880 0.197
H -0.89313 1.70921 0.00316 0.206
H -0.13375 2.36098 1.45230 0.225
H -1.17520 0.94770 1.57292 0.227
H 0.71656 0.78488 -1.36770 0.199
H -4.29535 -0.11058 -1.10780 -0.197
H -4.58105 -0.49448 1.28040 -0.190
H -4.53344 -2.35660 -0.27406 -0.199

[3]
65
Properties=species:S:1:pos:R:3:nbo_charge:R:1 method="wB97M-V/def2-TZVPD" charge=-1 lumo_ev="2.22 / 2.23" de_lowest_kcal_mol=71.9 gap_ev="6.23 / 6.24" energy_ev=-54064.9403
Pt 0.02920 0.04880 0.39500 0.844
N 0.65720 2.57390 0.29940 -0.809
C -0.33230 3.40090 0.97110 -0.356
C -1.59280 2.56330 1.41860 0.779
O -2.62490 3.19860 1.58700 -0.697
O -1.39900 1.34350 1.63040 -0.813
H 1.60130 2.77570 0.59970 0.373
H 0.60240 2.67720 -0.70750 0.382
H -0.67550 4.23630 0.35050 0.196
H 0.08040 3.80480 1.89940 0.200
C -1.43710 1.34200 -2.19630 -0.622
C -2.59040 0.39160 -2.51270 -0.214
C -2.06050 -0.86160 -3.21450 -0.607
C -3.38470 0.07840 -1.26230 -0.054
C -4.67600 0.57650 -1.16950 -0.213
C -5.46610 0.33340 -0.06180 -0.216
C -4.95570 -0.41490 0.98020 -0.212
C -3.67830 -0.94140 0.93140 -0.021
C -3.15540 -1.72340 2.11500 -0.242
C -3.11140 -0.84440 3.36620 -0.608
C -3.98860 -2.98280 2.36530 -0.596
C -2.87260 -0.69670 -0.20260 0.240
N -1.59930 -1.25800 -0.24340 -0.723
C -1.48500 -2.59630 -0.33350 0.105
C -2.43440 -3.39320 -1.01320 -0.290
C -2.18820 -4.71970 -1.28670 -0.202
C -1.02270 -5.33500 -0.85620 -0.287
C -0.11210 -4.60990 -0.09730 -0.285
C -0.35870 -3.28510 0.15510 0.386
F 0.48440 -2.59420 0.98190 -0.351
H -0.91060 1.61870 -3.10910 0.189
H -0.73200 0.83940 -1.51450 0.209
H -1.81400 2.23610 -1.70700 0.207
H -3.26980 0.89940 -3.21260 0.187
H -1.28570 -1.33260 -2.61530 0.230
H -1.63870 -0.59000 -4.18190 0.190
H -2.86090 -1.58190 -3.37810 0.204
H -5.07520 1.16740 -1.98430 0.194
H -6.47220 0.72400 -0.00920 0.197
H -5.56880 -0.59390 1.85160 0.197
H -2.12750 -2.03100 1.91030 0.225
H -4.11060 -0.55810 3.68620 0.185
H -2.54050 0.05490 3.15100 0.258
H -2.63060 -1.38610 4.17970 0.189
H -5.02350 -2.72450 2.58390 0.189
H -3.58590 -3.52820 3.21720 0.197
H -3.96630 -3.63740 1.49570 0.215
H -3.35170 -2.92200 -1.33680 0.217
H -2.91160 -5.28720 -1.85790 0.197
H -0.82890 -6.37250 -1.07840 0.200
H 0.77820 -5.06750 0.30790 0.219
Cl 4.34240 -5.42620 -1.56910 -0.037
C 3.63100 -3.89380 -1.15260 -0.067
C 3.82100 -3.37190 0.11680 -0.235
C 3.30230 -2.13330 0.42460 -0.200
C 2.57080 -1.38280 -0.51390 -0.002
C 2.07750 -0.04780 -0.22580 -0.649
C 2.37050 -1.96870 -1.77570 -0.211
C 2.89090 -3.20160 -2.09840 -0.217
H 4.38740 -3.92820 0.85080 0.216
H 3.44760 -1.73160 1.41710 0.206
H 2.10410 0.58000 -1.12440 0.193
H 2.63260 0.42270 0.59120 0.190
H 1.78420 -1.43480 -2.50860 0.213
H 2.73120 -3.62900 -3.07740 0.218

[4]
64
Properties=species:S:1:pos:R:3:nbo_charge:R:1 method="wB97M-V/def2-TZVPD" charge=+1 lumo_ev=-6.73 gap_ev=3.04 energy_ev=-50485.9352
F -3.35917 2.46232 2.49787 -0.303
C -3.09488 1.11117 2.54404 0.387
C -4.13206 0.23866 2.22351 -0.231
C -3.83345 -1.12469 2.28020 0.399
F -4.84355 -2.02978 2.04418 -0.298
C -2.57386 -1.60418 2.57531 -0.177
C -1.51235 -0.69378 2.86000 -0.153
C -0.21037 -1.22715 3.10108 0.135
C 1.04601 -0.68941 2.73517 -0.057
C 2.17370 -1.56824 2.80139 -0.177
C 3.43816 -1.07980 2.55153 0.400
F 4.49494 -1.95936 2.55404 -0.288
C 3.69036 0.26700 2.27482 -0.197
C 2.57327 1.09175 2.14052 0.393
F 2.78790 2.42166 1.85435 -0.298
C 1.26733 0.64752 2.28842 -0.198
C -1.82056 0.69548 2.90037 -0.165
H -5.12463 0.59032 1.96472 0.279
H -2.36247 -2.67483 2.58172 0.254
H -0.17975 -2.29797 3.33412 0.234
H 2.00795 -2.61892 3.04424 0.257
H 4.70005 0.64050 2.15275 0.282
H 0.43381 1.30943 2.08141 0.247
H -1.07526 1.41675 3.22340 0.238
O 5.44925 -3.46643 6.07835 -0.395
N 4.46664 -3.90776 6.71782 0.500
O 4.26629 -5.12705 6.91521 -0.382
C 3.51177 -2.97238 7.20290 -0.020
C 2.31995 -3.44087 7.79376 -0.147
C 1.23483 -2.59869 7.87660 -0.272
C 1.26979 -1.26398 7.35591 0.107
C 0.12679 -0.38644 7.32624 -0.425
C -1.20276 -0.81156 7.46274 0.257
N -2.17509 0.03267 7.87248 -0.391
C -1.89868 1.31845 8.49096 -0.209
C -3.27107 1.97311 8.71437 -0.415
C -4.33129 1.00594 8.16907 -0.412
C -3.58745 -0.26872 7.74532 -0.208
C -1.60829 -2.17618 7.02569 -0.003
C -1.09808 -2.62058 5.80453 -0.227
C -1.44056 -3.86237 5.28312 -0.225
C -2.30371 -4.69157 6.01191 -0.190
C -2.78404 -4.27988 7.25845 -0.202
C -2.44649 -3.02573 7.77241 -0.201
C 2.53544 -0.79217 6.88287 -0.279
C 3.63674 -1.61695 6.82278 -0.156
H 2.27628 -4.47629 8.12708 0.254
H 0.31579 -2.97571 8.32526 0.221
H 0.34638 0.68408 7.37097 0.219
H -1.37250 1.18607 9.45108 0.211
H -1.25225 1.93727 7.85384 0.194
H -3.42204 2.13098 9.78530 0.223
H -3.31134 2.94332 8.21330 0.222
H -5.06153 0.75629 8.94453 0.224
H -4.86848 1.42164 7.31119 0.214
H -3.86156 -0.58996 6.72582 0.200
H -3.88337 -1.08531 8.41992 0.194
H -0.42061 -1.94745 5.28086 0.203
H -1.02708 -4.18366 4.32981 0.203
H -2.58475 -5.66184 5.60139 0.231
H -3.42648 -4.93470 7.84692 0.233
H -2.80451 -2.71831 8.75800 0.225
H 2.61947 0.24267 6.53764 0.212
H 4.60070 -1.27833 6.44306 0.250

[5]
12
Properties=species:S:1:pos:R:3:nbo_charge:R:1 method="wB97M-V/def2-TZVPD" charge=+2 lumo_ev=-8.49 gap_ev=8.32 energy_ev=-37990.6183
C 1.15165 0.10111 -1.36333 -0.492
C 1.23516 1.33487 -1.42538 -0.032
H 1.39030 2.40113 -1.50877 0.298
C 0.33096 0.61193 0.39974 -0.266
C -0.84974 -0.27356 0.67972 -0.116
O -0.80456 -1.55009 0.23183 -1.116
Yb 0.57964 -2.21230 -1.33893 1.825
H 0.15616 1.66405 0.67641 0.272
H 1.18976 0.25588 0.98558 0.210
H -1.24647 0.61673 -0.12667 0.198
H -1.14779 -0.20244 1.73965 0.232
Li -1.98508 -2.74732 1.05016 0.986

Please write out number 3 again, unchanged.
65
Properties=species:S:1:pos:R:3:nbo_charge:R:1 method="wB97M-V/def2-TZVPD" charge=-1 lumo_ev="2.22 / 2.23" de_lowest_kcal_mol=71.9 gap_ev="6.23 / 6.24" energy_ev=-54064.9403
Pt 0.02920 0.04880 0.39500 0.844
N 0.65720 2.57390 0.29940 -0.809
C -0.33230 3.40090 0.97110 -0.356
C -1.59280 2.56330 1.41860 0.779
O -2.62490 3.19860 1.58700 -0.697
O -1.39900 1.34350 1.63040 -0.813
H 1.60130 2.77570 0.59970 0.373
H 0.60240 2.67720 -0.70750 0.382
H -0.67550 4.23630 0.35050 0.196
H 0.08040 3.80480 1.89940 0.200
C -1.43710 1.34200 -2.19630 -0.622
C -2.59040 0.39160 -2.51270 -0.214
C -2.06050 -0.86160 -3.21450 -0.607
C -3.38470 0.07840 -1.26230 -0.054
C -4.67600 0.57650 -1.16950 -0.213
C -5.46610 0.33340 -0.06180 -0.216
C -4.95570 -0.41490 0.98020 -0.212
C -3.67830 -0.94140 0.93140 -0.021
C -3.15540 -1.72340 2.11500 -0.242
C -3.11140 -0.84440 3.36620 -0.608
C -3.98860 -2.98280 2.36530 -0.596
C -2.87260 -0.69670 -0.20260 0.240
N -1.59930 -1.25800 -0.24340 -0.723
C -1.48500 -2.59630 -0.33350 0.105
C -2.43440 -3.39320 -1.01320 -0.290
C -2.18820 -4.71970 -1.28670 -0.202
C -1.02270 -5.33500 -0.85620 -0.287
C -0.11210 -4.60990 -0.09730 -0.285
C -0.35870 -3.28510 0.15510 0.386
F 0.48440 -2.59420 0.98190 -0.351
H -0.91060 1.61870 -3.10910 0.189
H -0.73200 0.83940 -1.51450 0.209
H -1.81400 2.23610 -1.70700 0.207
H -3.26980 0.89940 -3.21260 0.187
H -1.28570 -1.33260 -2.61530 0.230
H -1.63870 -0.59000 -4.18190 0.190
H -2.86090 -1.58190 -3.37810 0.204
H -5.07520 1.16740 -1.98430 0.194
H -6.47220 0.72400 -0.00920 0.197
H -5.56880 -0.59390 1.85160 0.197
H -2.12750 -2.03100 1.91030 0.225
H -4.11060 -0.55810 3.68620 0.185
H -2.54050 0.05490 3.15100 0.258
H -2.63060 -1.38610 4.17970 0.189
H -5.02350 -2.72450 2.58390 0.189
H -3.58590 -3.52820 3.21720 0.197
H -3.96630 -3.63740 1.49570 0.215
H -3.35170 -2.92200 -1.33680 0.217
H -2.91160 -5.28720 -1.85790 0.197
H -0.82890 -6.37250 -1.07840 0.200
H 0.77820 -5.06750 0.30790 0.219
Cl 4.34240 -5.42620 -1.56910 -0.037
C 3.63100 -3.89380 -1.15260 -0.067
C 3.82100 -3.37190 0.11680 -0.235
C 3.30230 -2.13330 0.42460 -0.200
C 2.57080 -1.38280 -0.51390 -0.002
C 2.07750 -0.04780 -0.22580 -0.649
C 2.37050 -1.96870 -1.77570 -0.211
C 2.89090 -3.20160 -2.09840 -0.217
H 4.38740 -3.92820 0.85080 0.216
H 3.44760 -1.73160 1.41710 0.206
H 2.10410 0.58000 -1.12440 0.193
H 2.63260 0.42270 0.59120 0.190
H 1.78420 -1.43480 -2.50860 0.213
H 2.73120 -3.62900 -3.07740 0.218

Please write out number 4 again, unchanged.
64
Properties=species:S:1:pos:R:3:nbo_charge:R:1 method="wB97M-V/def2-TZVPD" charge=+1 lumo_ev=-6.73 gap_ev=3.04 energy_ev=-50485.9352
F -3.35917 2.46232 2.49787 -0.303
C -3.09488 1.11117 2.54404 0.387
C -4.13206 0.23866 2.22351 -0.231
C -3.83345 -1.12469 2.28020 0.399
F -4.84355 -2.02978 2.04418 -0.298
C -2.57386 -1.60418 2.57531 -0.177
C -1.51235 -0.69378 2.86000 -0.153
C -0.21037 -1.22715 3.10108 0.135
C 1.04601 -0.68941 2.73517 -0.057
C 2.17370 -1.56824 2.80139 -0.177
C 3.43816 -1.07980 2.55153 0.400
F 4.49494 -1.95936 2.55404 -0.288
C 3.69036 0.26700 2.27482 -0.197
C 2.57327 1.09175 2.14052 0.393
F 2.78790 2.42166 1.85435 -0.298
C 1.26733 0.64752 2.28842 -0.198
C -1.82056 0.69548 2.90037 -0.165
H -5.12463 0.59032 1.96472 0.279
H -2.36247 -2.67483 2.58172 0.254
H -0.17975 -2.29797 3.33412 0.234
H 2.00795 -2.61892 3.04424 0.257
H 4.70005 0.64050 2.15275 0.282
H 0.43381 1.30943 2.08141 0.247
H -1.07526 1.41675 3.22340 0.238
O 5.44925 -3.46643 6.07835 -0.395
N 4.46664 -3.90776 6.71782 0.500
O 4.26629 -5.12705 6.91521 -0.382
C 3.51177 -2.97238 7.20290 -0.020
C 2.31995 -3.44087 7.79376 -0.147
C 1.23483 -2.59869 7.87660 -0.272
C 1.26979 -1.26398 7.35591 0.107
C 0.12679 -0.38644 7.32624 -0.425
C -1.20276 -0.81156 7.46274 0.257
N -2.17509 0.03267 7.87248 -0.391
C -1.89868 1.31845 8.49096 -0.209
C -3.27107 1.97311 8.71437 -0.415
C -4.33129 1.00594 8.16907 -0.412
C -3.58745 -0.26872 7.74532 -0.208
C -1.60829 -2.17618 7.02569 -0.003
C -1.09808 -2.62058 5.80453 -0.227
C -1.44056 -3.86237 5.28312 -0.225
C -2.30371 -4.69157 6.01191 -0.190
C -2.78404 -4.27988 7.25845 -0.202
C -2.44649 -3.02573 7.77241 -0.201
C 2.53544 -0.79217 6.88287 -0.279
C 3.63674 -1.61695 6.82278 -0.156
H 2.27628 -4.47629 8.12708 0.254
H 0.31579 -2.97571 8.32526 0.221
H 0.34638 0.68408 7.37097 0.219
H -1.37250 1.18607 9.45108 0.211
H -1.25225 1.93727 7.85384 0.194
H -3.42204 2.13098 9.78530 0.223
H -3.31134 2.94332 8.21330 0.222
H -5.06153 0.75629 8.94453 0.224
H -4.86848 1.42164 7.31119 0.214
H -3.86156 -0.58996 6.72582 0.200
H -3.88337 -1.08531 8.41992 0.194
H -0.42061 -1.94745 5.28086 0.203
H -1.02708 -4.18366 4.32981 0.203
H -2.58475 -5.66184 5.60139 0.231
H -3.42648 -4.93470 7.84692 0.233
H -2.80451 -2.71831 8.75800 0.225
H 2.61947 0.24267 6.53764 0.212
H 4.60070 -1.27833 6.44306 0.250

- Among the records above, which one has the highest charge?
  C4H5LiOYb